# 1
Molecular formula: C5H15BrNPSi
Method: DFT, ωB97M-V/def2-TZVPD

Last columns: bonded neighbours and bond lengths (Å).
Positions of all 24 atoms, in Å:
1 C -0.47459 -0.31418 1.66612  Si7 1.909, H10 1.086, H11 1.086, H12 1.087
2 C 2.26836 -1.22573 0.50537  Si7 1.905, H13 1.085, H14 1.086, H15 1.086
3 C 1.59889 1.82242 0.82138  Si7 1.906, H16 1.086, H17 1.086, H18 1.086
4 C -2.59262 -1.76870 -0.64231  P8 1.661, H19 1.080, H20 1.077
5 C -0.14345 1.20070 -1.95936  N6 1.450, H22 1.088, H23 1.093, H24 1.095
6 N 0.23984 0.02416 -1.20437  C5 1.450, Si7 1.745, H21 1.011
7 Si 0.90129 0.09774 0.40877  C1 1.909, C2 1.905, C3 1.906, N6 1.745
8 P -4.06331 -1.46349 0.06574  C4 1.661, Br9 2.211
9 Br -4.02537 0.73981 0.24129  P8 2.211
10 H -0.07444 -0.35891 2.67429  C1 1.086
11 H -1.25968 0.43644 1.66211  C1 1.086
12 H -0.93337 -1.27773 1.45973  C1 1.087
13 H 2.71490 -1.24851 1.49356  C2 1.085
14 H 1.87383 -2.21713 0.30466  C2 1.086
15 H 3.06407 -1.03656 -0.20888  C2 1.086
16 H 2.12802 1.82070 1.76932  C3 1.086
17 H 2.29112 2.16784 0.05923  C3 1.086
18 H 0.80141 2.55524 0.89649  C3 1.086
19 H -1.84962 -1.02370 -0.88722  C4 1.080
20 H -2.33725 -2.79402 -0.85197  C4 1.077
21 H 0.64619 -0.67159 -1.81443  N6 1.011
22 H -0.62657 1.90692 -1.28790  C5 1.088
23 H -0.85696 0.92814 -2.74087  C5 1.093
24 H 0.70930 1.70013 -2.43075  C5 1.095

Summary:
- Spin multiplicity: 3
- LUMO energy (alpha / beta): 0.39 / -3.92 eV
- <S²>: 2.01
- Energy: -94124.29744 eV
- Orbital gap (alpha / beta): 6.524 / 4.835 eV

Here are the Löwdin charges for atoms 1 to 4, given in e: C -0.184; C -0.176; C -0.174; C -0.560

# 2
Molecular formula: C5H15ClN2OP
Method: DFT, ωB97M-V/def2-TZVPD

Last columns: bonded neighbours and bond lengths (Å).
Positions of all 25 atoms, in Å:
1 C 3.25238 -1.18335 -1.07511  N6 1.446, H11 1.064, H12 1.119, H13 1.008
2 C 2.08497 -2.20238 0.87105  N6 1.516, H14 1.132, H15 1.071, H16 1.033
3 C -1.88398 2.29132 0.02553  N7 1.476, H17 1.022, H18 1.054, H19 1.004
4 C -3.24185 0.30165 0.36856  N7 1.487, H20 1.059, H21 1.075, H22 1.031
5 C -1.23157 0.24722 -0.92305  N7 1.434, H23 1.094, H24 1.056
6 N 2.43449 -0.94848 0.09370  C1 1.446, C2 1.516, P9 1.747
7 N -1.85928 0.82950 0.22693  C3 1.476, C4 1.487, C5 1.434, H25 0.999
8 O 0.59869 0.20710 1.65566  P9 1.471
9 P 1.22544 0.29021 0.32752  N6 1.747, O8 1.471, Cl10 1.960
10 Cl 1.93208 2.07410 -0.07032  P9 1.960
11 H 3.72637 -0.28642 -1.39579  C1 1.064
12 H 4.10839 -1.76350 -0.64798  C1 1.119
13 H 2.88266 -1.79116 -1.78860  C1 1.008
14 H 1.62188 -2.93329 0.14154  C2 1.132
15 H 3.07180 -2.56741 1.06989  C2 1.071
16 H 1.70912 -1.88270 1.77865  C2 1.033
17 H -2.61097 2.57049 -0.63704  C3 1.022
18 H -2.09302 2.90431 0.85701  C3 1.054
19 H -1.01388 2.64391 -0.32993  C3 1.004
20 H -3.91929 0.28685 -0.44545  C4 1.059
21 H -3.18414 -0.74115 0.62123  C4 1.075
22 H -3.72868 0.86202 1.08404  C4 1.031
23 H -1.06836 0.82102 -1.84044  C5 1.094
24 H -1.44357 -0.77815 -1.06172  C5 1.056
25 H -1.36966 0.74826 1.09413  N7 0.999

Summary:
- Net charge: +1
- Spin multiplicity: 1
- LUMO energy (alpha / beta): -4.61 / -4.61 eV
- Energy: -32258.57803 eV
- Orbital gap (alpha / beta): 7.747 / 7.747 eV

Here are the Löwdin charges for atoms 1 to 4, given in e: C -0.101; C -0.054; C -0.003; C 0.021